Record 1
{
  "formula": "C13H25Br2N4Sn",
  "method": "the ωB97M-V functional and the def2-TZVPD basis",
  "symbols": ["Sn", "Br", "C", "Br", "H", "H", "N", "C", "C", "C", "N", "C", "C", "N", "C", "H", "H", "H", "H", "H", "H", "H", "H", "H", "H", "H", "H", "H", "H", "H", "H", "N", "C", "C", "C", "C", "C", "C", "H", "H", "H", "H", "H", "H", "H"],
  "xyz": [[0.07200, 0.80648, 0.34994], [-1.04568, -0.21975, 3.55037], [-1.80946, -1.74227, 2.70671], [-1.24049, -1.92184, 0.81381], [-2.88754, -1.65665, 2.66497], [-1.46959, -2.65120, 3.18571], [2.04926, -4.08872, -1.82276], [1.83359, -2.60159, -1.58171], [1.01253, -2.03725, -2.73713], [0.92067, -0.50520, -2.76808], [-0.15605, 0.03855, -1.86141], [2.27007, 0.16761, -2.52495], [3.07631, -0.40710, -1.36357], [2.48495, 0.00436, -0.05433], [3.19300, -1.92803, -1.46697], [1.16537, -4.60014, -1.90016], [2.58698, -4.52174, -1.06574], [2.56999, -4.25092, -2.69086], [1.28693, -2.54744, -0.63885], [0.01002, -2.47607, -2.75857], [1.49461, -2.32856, -3.67667], [0.60462, -0.24814, -3.77991], [-0.97411, -0.56711, -1.93188], [-0.46982, 0.91848, -2.29021], [2.12667, 1.24525, -2.39417], [2.86578, 0.05948, -3.43381], [4.09009, -0.00994, -1.42729], [2.91346, 0.89226, 0.20685], [2.79346, -0.63378, 0.67782], [3.75425, -2.32011, -0.61397], [3.78283, -2.14755, -2.36290], [-2.13737, 2.18414, -0.06053], [-1.39879, 2.83787, -1.08668], [-0.19074, 3.46378, -0.74980], [0.63044, 3.97669, -1.76102], [0.26184, 3.85455, -3.08901], [-0.95181, 3.24594, -3.41397], [-1.77783, 2.73036, -2.42367], [-2.25872, 2.75440, 0.77151], [-3.05071, 1.86451, -0.36479], [0.03619, 3.68891, 0.28933], [1.53230, 4.51218, -1.49250], [0.88094, 4.27808, -3.86817], [-1.26880, 3.19520, -4.44818], [-2.73381, 2.28892, -2.68450]],
  "forces_ev_per_a": [[-0.04, 0.01, 0.04], [0.00, 0.00, 0.01], [0.01, -0.02, -0.05], [0.00, 0.01, 0.00], [-0.01, 0.00, 0.02], [0.00, -0.01, 0.02], [-0.02, 0.05, 0.02], [0.00, 0.02, -0.02], [-0.03, -0.02, 0.00], [0.04, -0.03, 0.00], [0.01, -0.04, -0.01], [-0.01, 0.02, 0.02], [-0.01, 0.02, 0.00], [0.02, -0.03, -0.06], [0.01, -0.01, 0.02], [-0.01, -0.01, -0.01], [0.01, 0.00, 0.01], [0.01, -0.01, -0.02], [-0.01, -0.01, 0.02], [0.01, -0.01, -0.01], [-0.01, 0.01, 0.00], [-0.02, 0.01, 0.00], [-0.02, 0.00, 0.02], [0.01, 0.00, -0.01], [0.01, 0.00, -0.01], [-0.01, 0.00, -0.01], [0.01, 0.00, 0.01], [0.04, 0.01, 0.00], [-0.01, 0.01, 0.04], [0.01, 0.00, -0.01], [0.01, 0.00, 0.00], [0.10, -0.09, -0.03], [0.00, 0.10, -0.03], [-0.01, -0.06, 0.03], [0.01, 0.03, -0.05], [-0.02, 0.00, 0.03], [0.02, -0.01, 0.00], [-0.02, 0.02, -0.02], [-0.02, 0.02, 0.03], [-0.03, 0.00, -0.01], [0.00, 0.02, -0.01], [0.00, -0.01, 0.00], [0.00, -0.01, 0.00], [0.00, 0.01, 0.01], [0.00, 0.00, 0.00]],
  "lumo_energy_ha": -0.35021,
  "max_force_ev_per_a": 0.140,
  "charge": 3,
  "e_tot_ha": -6090.78163,
  "homo_lumo_gap_ev": 8.25
}


Record 2
{
  "formula": "C13H25ClIrNO4P2",
  "method": "the ωB97M-V functional and the def2-TZVPD basis",
  "symbols": ["C", "C", "H", "H", "H", "O", "Cl", "Ir", "P", "C", "C", "H", "H", "H", "H", "H", "H", "C", "H", "H", "H", "P", "C", "C", "H", "H", "H", "C", "H", "H", "H", "H", "H", "H", "C", "O", "O", "C", "C", "C", "C", "O", "N", "H", "H", "H", "H"],
  "xyz": [[-0.22722, 0.02080, -3.94129], [0.60220, 0.23065, -2.83371], [0.17563, -0.73788, -4.62072], [-0.51049, 0.93030, -4.50520], [-1.21993, -0.35722, -3.56760], [1.70470, 0.34138, -2.29303], [-1.90414, 0.05306, -1.73670], [0.27113, -0.05775, 0.42140], [-0.03180, 2.18211, -0.59082], [1.44385, 3.12289, -0.03894], [-0.29512, 2.84850, -2.28635], [-0.48054, 3.92850, -2.21480], [-1.75088, 3.87359, -0.24594], [-1.16991, 2.35355, -2.72142], [-2.29669, 2.22129, 0.23415], [2.32512, 2.71506, -0.54870], [0.60086, 2.67049, -2.89314], [-1.48224, 2.95028, 0.27715], [1.31374, 4.18067, -0.29633], [-1.17553, 3.14925, 1.30725], [1.53053, 3.00513, 1.04731], [0.18228, -2.13227, -0.71018], [1.66780, -3.02497, -0.10680], [-1.25929, -2.98299, 0.02515], [-0.86084, -2.40216, -2.89460], [0.11121, -3.82845, -2.43990], [0.94637, -2.35338, -3.02983], [0.08821, -2.72789, -2.45232], [-2.10970, -2.30384, -0.03157], [-1.47174, -3.89595, -0.53129], [1.64441, -4.06642, -0.47748], [1.63997, -3.01803, 0.99886], [-1.02482, -3.22028, 1.06226], [2.58034, -2.51976, -0.47824], [2.09853, 0.04003, 0.71365], [3.28651, 0.08534, 0.70360], [0.20135, 2.20045, 2.74653], [-0.24921, 1.07798, 3.03131], [-0.70589, 0.63414, 4.38520], [-0.63048, -0.89051, 4.37391], [-0.14590, -1.24384, 2.99373], [0.20655, -2.38926, 2.63594], [-0.23351, -0.08191, 2.23721], [-0.13001, 1.12484, 5.18453], [-1.74146, 0.97574, 4.46103], [0.10050, -1.29664, 5.09309], [-1.61442, -1.38464, 4.55363]],
  "forces_ev_per_a": [[-2.03, -0.64, -1.57], [8.78, 0.71, 2.71], [0.65, 0.22, 0.05], [0.56, -0.04, 0.43], [0.95, 0.25, -0.55], [-8.42, -0.84, -3.66], [-0.07, 0.00, 1.54], [-3.08, 0.81, -3.79], [-0.59, 2.30, 1.21], [-0.30, -0.32, -0.11], [0.13, -0.82, -0.22], [0.19, -0.29, 0.14], [0.00, -0.18, 0.15], [0.18, 0.35, 0.04], [-0.05, 0.31, 0.07], [-0.05, 0.22, 0.15], [-0.20, 0.33, -0.05], [0.60, -0.62, -0.17], [0.08, -0.19, 0.05], [-0.25, 0.05, -0.24], [0.10, 0.09, -0.31], [-0.15, -2.77, 0.55], [0.00, 0.08, 0.00], [0.18, 0.27, -0.03], [0.28, -0.19, 0.07], [0.11, 0.40, 0.21], [-0.24, -0.33, 0.04], [0.01, 0.84, -0.18], [-0.10, -0.16, 0.01], [0.00, 0.00, 0.00], [0.05, 0.46, 0.19], [0.14, -0.03, -0.61], [-0.12, -0.01, -0.14], [-0.37, -0.34, 0.20], [9.95, 0.57, 0.28], [-5.88, -0.27, 0.14], [-1.40, -3.26, -0.24], [1.40, 2.51, 1.78], [-0.39, 0.35, 0.55], [0.13, -0.46, 0.56], [-0.50, -3.55, 1.49], [-0.73, 3.83, 0.17], [0.37, 0.06, -0.49], [-0.21, -0.14, -0.38], [-0.03, 0.07, 0.24], [-0.43, 0.13, -0.13], [0.77, 0.26, -0.13]],
  "lumo_energy_ha": [-0.32365, -0.38285],
  "max_force_ev_per_a": 9.972,
  "spin_multiplicity": 5,
  "charge": 2,
  "e_tot_ha": -2112.55234,
  "homo_lumo_gap_ev": [5.75, 6.28]
}


Record 3
{
  "formula": "C13H25F3N3O5S2",
  "method": "the ωB97M-V functional and the def2-TZVPD basis",
  "symbols": ["C", "C", "C", "N", "C", "N", "N", "C", "C", "C", "C", "C", "C", "C", "S", "C", "O", "C", "F", "F", "F", "H", "H", "H", "H", "H", "H", "H", "H", "H", "H", "H", "H", "H", "H", "H", "H", "H", "H", "H", "H", "H", "H", "H", "H", "H", "O", "S", "O", "O", "O"],
  "xyz": [[2.16367, -4.03501, 2.21923], [0.86587, -3.52358, 1.59083], [1.10323, -2.66510, 0.34216], [0.43646, -3.31716, -0.83198], [0.46234, -2.64283, -2.01990], [0.44127, -3.35190, -3.18863], [0.39581, -1.30651, -2.02257], [1.03979, -0.50804, -0.91308], [0.81190, 0.98681, -1.21796], [0.04879, 1.94035, -0.28403], [0.83416, 3.22646, 0.01159], [2.14440, 2.99249, 0.78853], [-0.11297, 4.24767, 0.68227], [0.63236, -1.17458, 0.41981], [1.60889, -0.43755, 1.76465], [-0.89257, -1.21533, 0.68474], [-1.58750, -0.58149, -0.37379], [-2.93382, -0.49354, -0.15262], [-3.22345, 0.29868, 0.79577], [-3.41207, -1.72292, 0.18901], [-3.49827, -0.16138, -1.25700], [1.94801, -4.48379, 3.19188], [2.61063, -4.81519, 1.59495], [2.88268, -3.22850, 2.36612], [0.26899, -2.98352, 2.32685], [0.26147, -4.38980, 1.29948], [2.18230, -2.65275, 0.13712], [0.81360, -4.24680, -0.97998], [-0.21173, -4.10740, -3.31684], [0.97830, -3.06269, -3.98654], [0.62927, -0.92713, -2.93589], [2.11608, -0.69130, -1.01493], [1.80659, 1.40747, -1.40393], [0.29612, 1.02105, -2.18539], [-0.88490, 2.26274, -0.76526], [-0.28100, 1.49520, 0.65995], [1.11002, 3.65555, -0.96268], [2.91471, 3.69234, 0.44274], [2.00063, 3.19664, 1.85275], [2.55314, 1.98767, 0.65729], [-0.97157, 3.78274, 1.16338], [0.43196, 4.83610, 1.43248], [-0.49978, 4.94140, -0.06128], [0.61245, 0.21211, 2.37117], [-1.21112, -2.25796, 0.74469], [-1.14768, -0.74548, 1.64005], [-4.17559, 4.96183, -1.24328], [-3.71985, 3.91984, -0.29462], [-2.66211, 3.08102, -0.97011], [-4.85151, 3.03808, 0.09151], [-3.12843, 4.54498, 0.92130]],
  "forces_ev_per_a": [[-0.24, -0.07, 0.07], [-0.12, -0.21, -0.02], [-0.08, 0.42, -0.05], [0.92, 0.41, -1.12], [-0.83, 0.73, 0.65], [0.01, -0.06, 0.41], [2.04, -1.50, -0.36], [-0.41, -0.08, 0.03], [0.02, 0.12, -0.09], [-0.11, 0.33, 0.04], [-0.13, 0.02, -0.09], [0.00, 0.40, -0.18], [0.75, 0.07, 0.04], [-0.32, -0.59, -0.19], [0.13, -0.15, 0.14], [-0.03, 0.35, 0.25], [0.50, -0.34, 0.04], [0.54, -0.80, -0.67], [-0.45, 1.43, 1.72], [-0.18, -0.77, 0.20], [-0.57, 0.50, -1.33], [0.09, 0.04, -0.07], [0.09, 0.14, 0.02], [-0.03, -0.03, 0.01], [0.13, 0.09, -0.05], [-0.03, 0.10, 0.04], [-0.08, -0.03, -0.02], [-0.35, -0.08, 0.16], [0.17, -0.08, 0.16], [-0.31, 0.34, -0.04], [-0.68, 0.29, 0.04], [-0.07, -0.06, 0.08], [-0.05, -0.04, 0.05], [0.02, 0.03, 0.07], [-0.20, -0.05, 0.16], [0.16, -0.14, -0.04], [0.02, -0.17, 0.01], [-0.06, -0.01, 0.12], [-0.01, -0.26, 0.04], [-0.02, 0.01, 0.06], [-0.18, 0.08, -0.13], [0.00, -0.01, -0.06], [-0.32, -0.14, 0.13], [-0.02, 0.16, -0.07], [-0.04, 0.03, 0.00], [0.07, 0.08, -0.13], [0.08, 0.01, 0.03], [-0.32, 0.04, -0.09], [0.34, -0.30, -0.02], [0.07, -0.15, 0.01], [0.10, -0.06, 0.05]],
  "lumo_energy_ha": 0.02190,
  "max_force_ev_per_a": 2.559,
  "charge": -1,
  "e_tot_ha": -2146.72664,
  "homo_lumo_gap_ev": 2.26
}